186
Properties=species:S:1:pos:R:3:forces:R:3:lowdin_charge:R:1 method="wB97M-V/def2-TZVPD" total_energy_ha=-3239.473671 homo_energy_ev=-8.61 molar_mass_g_mol=985.5 e_lumo_ev=0.472 smiles=COC[C@H](C)N.COC[C@H](C)N.COC[C@H](C)N.COC[C@H](C)N.COC[C@H](C)N.COC[C@H](C)N.COCCNCCOC.COCCNCCOC.CCO.CCO.CCO.CCO largest_force_ev_per_a=4.04 gap_ha=0.334
C 8.647 -21.787 -18.603 0.2581 -1.4132 -0.3906 -0.067
O 7.842 -21.983 -19.780 0.7614 1.0364 0.7413 -0.207
C 7.598 -20.755 -20.444 -1.0300 -0.1018 -1.5992 -0.210
C 6.743 -21.025 -21.695 0.0416 -0.3655 0.7999 -0.167
N 5.362 -21.409 -21.325 0.9244 -0.1175 -0.7715 -0.060
C 4.534 -21.490 -22.504 -2.3151 0.8784 0.4013 -0.181
C 3.127 -22.140 -22.228 0.9804 0.3012 0.1468 -0.216
O 2.282 -22.009 -23.343 -0.5898 -0.3088 -0.6437 -0.188
C 1.607 -20.751 -23.432 0.6063 -0.1110 1.0250 -0.093
H 9.602 -21.310 -18.824 -0.2215 0.5756 -0.1375 0.089
H 8.946 -22.794 -18.312 -0.1917 -0.0919 0.2139 0.091
H 8.121 -21.339 -17.760 -0.1327 0.3481 -0.2410 0.091
H 8.500 -20.268 -20.815 0.4736 -0.1337 0.3766 0.113
H 7.032 -20.042 -19.845 0.1057 0.0046 0.5059 0.115
H 7.241 -21.747 -22.342 0.0700 -0.5831 0.1179 0.123
H 6.766 -20.138 -22.329 -0.4907 0.3741 0.2750 0.102
H 5.330 -22.302 -20.855 0.4511 -0.2824 0.3219 0.075
H 4.870 -22.003 -23.405 0.7427 -0.1214 0.0826 0.125
H 4.386 -20.431 -22.719 -0.3381 0.0636 -0.7913 0.107
H 2.632 -21.803 -21.317 0.0772 0.7598 0.1335 0.090
H 3.282 -23.195 -22.003 -0.0147 -0.2978 -0.5018 0.124
H 0.781 -20.711 -24.142 0.3559 -0.6351 -0.3009 0.090
H 2.346 -19.983 -23.660 -0.1381 0.3333 -0.0743 0.076
H 1.145 -20.558 -22.464 -0.0078 0.2897 0.1386 0.056
C -0.122 -13.046 -25.160 0.0006 0.3494 0.5068 -0.073
O -0.438 -13.224 -23.778 -0.6770 -3.4843 -1.9394 -0.199
C -0.149 -12.185 -22.967 0.3947 1.6990 -0.1986 -0.283
C -0.432 -12.518 -21.513 0.0837 -0.2567 -0.9924 -0.179
N 0.351 -13.666 -21.064 0.2374 0.5355 0.2604 -0.053
C 1.741 -13.302 -20.812 0.3673 -0.0922 -0.3346 -0.207
C 2.592 -14.546 -20.734 0.3104 0.8386 -0.9065 -0.216
O 2.635 -15.060 -22.062 -0.6937 -1.4153 -0.1609 -0.206
C 3.434 -16.252 -22.142 0.4387 1.1325 0.4471 -0.080
H -0.196 -13.967 -25.738 -0.4056 -0.1683 0.5074 0.080
H 0.905 -12.714 -25.310 0.2400 0.2363 0.2838 0.088
H -0.787 -12.295 -25.585 -0.0911 0.0844 -0.1581 0.088
H -0.792 -11.375 -23.308 0.0995 0.8546 0.3775 0.126
H 0.893 -11.960 -23.194 0.3765 0.7425 0.5836 0.115
H -1.483 -12.809 -21.491 -0.1449 0.3046 0.4263 0.122
H -0.215 -11.613 -20.947 -0.2462 -0.1681 0.3811 0.126
H 0.354 -14.272 -21.873 0.0490 -0.5602 -0.0282 0.080
H 1.835 -12.711 -19.901 -0.1396 -0.0258 0.1564 0.123
H 2.167 -12.723 -21.632 0.0373 0.3858 -0.1022 0.111
H 2.140 -15.162 -19.957 0.3162 -0.7966 -0.1838 0.104
H 3.645 -14.307 -20.585 0.0285 0.1910 1.1168 0.125
H 4.401 -15.998 -21.706 0.2499 -0.1227 0.2793 0.060
H 3.670 -16.485 -23.180 -0.6419 -0.1229 -0.0270 0.092
H 3.036 -17.078 -21.553 -0.2290 -0.1586 -0.2826 0.080
C 0.617 -21.417 -16.861 0.6664 -1.0798 -1.2842 -0.062
C -0.811 -21.071 -16.557 -0.2709 1.4461 1.1295 -0.414
C -1.612 -22.198 -15.860 0.2465 0.4262 -0.4178 -0.176
O -3.004 -21.901 -15.687 0.4460 -0.2276 -0.5437 -0.213
C -3.827 -22.901 -15.038 0.4093 1.5192 -0.9677 -0.083
N -0.690 -19.902 -15.679 -0.4990 -0.3746 1.3978 0.052
H 1.305 -21.562 -16.028 -0.5486 0.0439 0.4524 0.082
H 1.078 -20.630 -17.458 -0.1254 0.2433 -0.0446 0.061
H 0.695 -22.310 -17.480 -0.0452 -0.2033 -0.1056 0.058
H -1.345 -20.695 -17.430 -0.0734 -0.8183 -0.5276 0.108
H -1.156 -22.358 -14.883 0.1625 -0.2764 0.1521 0.128
H -1.454 -23.046 -16.526 -0.2561 -0.5140 0.1938 0.119
H -4.820 -22.495 -15.229 -0.1352 0.0144 0.7169 0.083
H -3.533 -22.921 -13.989 -0.3557 -0.4583 0.0690 0.086
H -3.869 -23.869 -15.537 0.7408 -0.2208 0.0769 0.079
H -0.404 -19.041 -16.123 -0.2757 -0.0514 -0.2649 0.054
H -1.569 -19.787 -15.195 -0.0615 0.5431 -0.0261 0.052
C -0.086 -15.854 -17.650 0.2451 -1.2030 0.1006 -0.055
C -1.498 -15.567 -18.176 2.8952 1.4219 -1.2934 -0.420
C -2.519 -15.755 -17.146 -1.5300 -0.0116 0.3259 -0.252
O -2.366 -16.999 -16.538 -0.5153 -1.0547 1.5855 -0.175
C -3.351 -17.201 -15.517 -0.2266 -0.9565 0.1181 -0.099
N -1.479 -14.158 -18.559 -1.1775 1.2277 0.2636 0.046
H 0.775 -15.432 -18.168 -0.4805 0.3075 -0.8040 0.058
H 0.104 -16.927 -17.673 0.1074 -0.1861 0.6265 0.053
H 0.037 -15.437 -16.650 -0.3101 -0.3186 0.2360 0.066
H -1.778 -16.170 -19.039 0.3185 -0.0220 -0.1462 0.128
H -3.486 -15.739 -17.648 -0.3775 0.3199 0.0386 0.133
H -2.506 -14.945 -16.417 0.1384 0.1925 0.2615 0.131
H -3.352 -16.460 -14.716 0.0861 0.4815 -0.3280 0.086
H -3.281 -18.152 -14.989 1.2729 -0.2258 -0.1688 0.072
H -4.360 -17.392 -15.882 -0.2673 0.9731 -0.7095 0.086
H -0.830 -13.860 -19.273 0.0965 -1.0491 -0.7644 0.024
H -1.104 -13.642 -17.776 -0.3404 0.1380 0.5809 0.066
C 11.075 -15.670 -21.482 -1.0912 -1.4021 -0.3023 -0.070
C 10.328 -16.386 -20.340 -0.3380 0.9233 -0.3696 -0.418
C 9.116 -17.245 -20.867 0.9309 1.0665 -0.7596 -0.179
O 8.141 -16.459 -21.545 -0.2863 0.7206 0.2361 -0.184
C 7.107 -17.230 -22.119 -0.7087 0.1563 -0.1410 -0.113
N 11.289 -17.204 -19.572 -1.1660 -0.1165 0.0551 0.030
H 11.957 -15.152 -21.105 -0.2009 0.1591 -0.2107 0.076
H 10.378 -15.076 -22.073 0.2634 0.4542 0.1544 0.075
H 11.346 -16.505 -22.127 0.6547 0.1619 -0.3932 0.071
H 9.911 -15.558 -19.766 -0.0505 -0.3360 0.8035 0.127
H 8.602 -17.795 -20.078 0.4545 -0.4219 0.0376 0.121
H 9.559 -17.798 -21.696 0.1138 -1.2864 0.3765 0.117
H 6.596 -17.885 -21.413 0.3780 -0.3859 0.3201 0.075
H 7.384 -17.768 -23.026 0.6177 -0.3898 0.0950 0.090
H 6.277 -16.619 -22.470 0.3987 0.7259 0.1634 0.065
H 11.576 -17.972 -20.162 0.0848 -0.2483 -0.0917 0.063
H 12.132 -16.681 -19.384 -0.0294 0.2133 0.0469 0.062
C 3.641 -14.995 -16.401 -0.3206 -0.4516 -0.8973 -0.059
C 4.641 -15.071 -15.284 1.4293 0.5631 -0.6251 -0.438
C 5.858 -14.136 -15.590 1.0998 -1.6006 0.1527 -0.159
O 6.928 -14.433 -14.652 -1.1311 0.3401 -0.5249 -0.212
C 8.216 -13.892 -14.946 -1.0727 -0.2817 0.1846 -0.102
N 4.006 -14.691 -14.080 -1.0041 0.5189 1.2784 0.046
H 3.242 -13.998 -16.588 0.4718 0.3379 -0.1332 0.090
H 2.730 -15.577 -16.262 0.2058 -0.3700 0.4603 0.060
H 4.127 -15.424 -17.277 -0.1941 0.4196 -0.3878 0.074
H 5.001 -16.096 -15.195 0.1735 -0.0329 -0.0318 0.138
H 5.598 -13.077 -15.581 -0.2129 0.1797 0.2133 0.124
H 6.242 -14.380 -16.581 -0.0194 0.0689 -0.3459 0.117
H 8.196 -12.805 -15.029 0.0087 0.2275 0.4157 0.081
H 8.600 -14.233 -15.908 0.1321 -0.4588 -0.0032 0.079
H 8.778 -14.259 -14.087 0.5542 0.3837 -0.3913 0.092
H 3.788 -13.714 -14.218 -0.4103 0.2911 0.4893 0.096
H 4.592 -14.745 -13.259 0.3111 -0.0809 -0.0142 0.103
C -3.526 -22.836 -19.499 0.6789 0.1935 0.6895 -0.066
C -2.961 -23.575 -20.690 0.3997 0.7847 0.3972 -0.437
C -1.654 -24.393 -20.391 0.0370 -0.8000 0.7338 -0.157
O -0.517 -23.834 -19.699 -0.7049 1.4059 -1.0896 -0.184
C 0.093 -22.694 -20.318 0.4482 0.1763 0.2516 -0.101
N -3.979 -24.397 -21.316 0.0144 -0.7959 -0.4256 0.033
H -4.272 -22.103 -19.804 -0.0657 -0.0308 -0.0849 0.080
H -2.696 -22.299 -19.040 -0.0873 0.1939 0.3970 0.060
H -3.978 -23.489 -18.752 0.0658 -0.1314 0.0717 0.079
H -2.737 -22.748 -21.364 0.3861 -0.3123 -0.5908 0.111
H -1.300 -24.940 -21.264 -0.1243 0.4006 -0.5108 0.119
H -1.873 -25.187 -19.676 -0.6782 -0.1692 -0.0245 0.120
H -0.501 -21.782 -20.384 -0.4894 -0.1999 0.3696 0.048
H 0.476 -22.804 -21.332 -0.2240 -0.8293 -0.3162 0.083
H 0.974 -22.457 -19.722 -0.1026 -0.0386 0.2097 0.052
H -4.383 -25.034 -20.644 0.3263 -0.4219 0.3189 0.067
H -4.795 -23.853 -21.557 0.1615 0.4973 -0.3353 0.069
C -0.960 -19.058 -19.820 0.8330 0.9379 0.1922 -0.053
C -1.359 -18.820 -21.240 -0.9957 0.3012 -1.0598 -0.414
C -0.431 -17.806 -21.993 -0.1979 -1.3116 0.0155 -0.171
O -0.923 -17.469 -23.278 -1.7012 0.0850 0.5966 -0.193
C -0.012 -16.772 -24.098 -0.3817 -0.8648 -0.0519 -0.086
N -1.466 -20.092 -21.962 0.7374 0.3791 -0.8077 0.056
H -1.579 -19.807 -19.328 0.2196 -0.0681 -0.1163 0.070
H -1.029 -18.124 -19.262 -0.2537 -0.0340 0.1612 0.052
H 0.108 -19.280 -19.814 0.0845 -0.6529 0.2959 0.083
H -2.350 -18.367 -21.251 -0.2154 0.4852 0.1270 0.135
H 0.529 -18.276 -22.205 0.4967 -0.0871 0.6641 0.108
H -0.338 -16.961 -21.310 0.2412 0.4560 -0.1952 0.121
H 0.695 -17.543 -24.406 1.0904 0.5260 0.1835 0.086
H 0.339 -15.876 -23.586 0.5851 -0.1022 -0.2237 0.074
H -0.494 -16.508 -25.039 -0.4368 0.2249 0.2542 0.085
H -2.275 -20.647 -21.720 -0.1670 0.1781 0.4714 0.058
H -1.642 -19.796 -22.912 0.0510 -0.3115 -0.5191 0.071
C 6.179 -19.622 -14.202 0.0180 -0.4889 1.0090 -0.083
C 4.996 -19.263 -15.114 1.1880 0.8335 1.0634 -0.330
O 4.148 -20.362 -15.321 -0.0046 -0.3842 -0.6048 -0.073
H 5.800 -20.150 -13.327 -0.1520 -0.1681 0.0513 0.069
H 6.760 -18.812 -13.761 -0.3333 0.6238 -0.3781 0.066
H 6.950 -20.271 -14.615 -0.3174 -0.1729 -0.5567 0.062
H 5.455 -18.835 -16.005 -0.5627 -0.3392 -0.6791 0.101
H 4.398 -18.475 -14.656 0.1759 0.2796 0.0881 0.097
H 3.368 -20.209 -14.783 -0.1167 -0.1111 -0.0586 0.085
C 3.558 -23.835 -18.611 0.4710 1.4636 1.6954 -0.044
C 4.975 -23.210 -18.390 -1.5930 -0.5246 -0.7078 -0.283
O 5.645 -23.555 -19.565 0.8226 -1.0876 -0.3111 -0.112
H 3.024 -23.283 -19.385 0.1581 -0.3030 -0.2301 0.042
H 3.024 -23.625 -17.684 -0.4020 -0.1122 0.0771 0.063
H 3.529 -24.915 -18.751 0.3994 0.1898 -0.2704 0.081
H 5.443 -23.533 -17.461 0.1595 -0.5461 -0.0532 0.112
H 4.979 -22.121 -18.332 -0.6388 0.2769 0.1936 0.094
H 6.533 -23.192 -19.536 0.4813 0.2018 -0.1422 0.044
C 3.016 -18.218 -18.183 0.0161 0.5073 -0.2422 -0.075
C 3.572 -19.471 -18.837 0.5862 -0.3148 0.5592 -0.300
O 4.426 -19.153 -19.949 -1.0637 1.1090 1.0103 -0.093
H 2.435 -18.385 -17.275 0.0165 -0.5084 0.0258 0.069
H 2.379 -17.608 -18.823 -0.0682 -0.1463 -0.3661 0.054
H 3.829 -17.558 -17.879 0.2261 -0.1070 -0.0648 0.056
H 2.828 -20.239 -19.045 -0.6207 0.3139 -0.7842 0.091
H 4.115 -20.012 -18.062 0.6242 0.1959 0.2288 0.081
H 4.814 -19.963 -20.288 0.0959 -1.0061 -0.4507 0.004
C -0.132 -16.766 -13.308 -1.2017 -0.5178 -0.3905 -0.070
C 0.917 -16.518 -14.349 -0.0589 1.4868 0.5653 -0.373
O 2.148 -16.823 -13.806 1.3483 -1.4308 0.1799 -0.092
H -0.952 -16.059 -13.438 -0.2616 -0.1099 -0.0598 0.065
H 0.224 -16.646 -12.285 0.2862 -0.0854 -0.2164 0.081
H -0.509 -17.774 -13.477 -0.2338 -0.0943 0.4969 0.064
H 0.953 -15.439 -14.503 -0.3426 0.3433 -0.6037 0.103
H 0.743 -17.004 -15.309 -0.1725 -0.2224 0.0886 0.082
H 2.702 -16.048 -13.923 0.6940 0.4130 0.1584 0.008



11
Properties=species:S:1:pos:R:3:forces:R:3:lowdin_charge:R:1 method="wB97M-V/def2-TZVPD" total_energy_ha=-335.275983 total_charge=+1 homo_energy_ev=-12.42 molar_mass_g_mol=164.7 e_lumo_ev=-5.132 largest_force_ev_per_a=4.77 gap_ha=0.268
H 2.050 -0.277 1.436 -0.3579 0.3463 -0.4365 0.102
O 0.162 -1.100 1.426 -1.2522 -0.8132 0.1542 -0.415
O -0.401 -0.055 2.250 -0.0873 0.4183 -0.2248 -0.505
C 1.295 -0.696 0.758 -0.5255 1.5883 -2.8397 -0.123
H 1.693 -1.580 0.246 -0.0783 0.1257 0.2402 0.094
Sr -2.264 -0.353 1.042 0.6457 -0.4279 0.9486 1.763
O -1.766 0.534 -1.078 2.6166 -0.3127 -1.4559 -0.259
C -0.737 0.871 -1.719 -3.8332 2.8146 0.4127 -0.005
H -0.780 0.847 -2.821 0.6248 -1.2320 0.2077 0.121
H -0.183 1.737 -1.316 0.7970 -0.9586 0.2679 0.113
H 0.931 0.072 -0.223 1.4502 -1.5489 2.7255 0.116



12
Properties=species:S:1:pos:R:3:forces:R:3:lowdin_charge:R:1 method="wB97M-V/def2-TZVPD" total_energy_ha=-397.806943 homo_energy_ev=-10.17 molar_mass_g_mol=103.1 e_lumo_ev=0.529 smiles="O=CNCC(=O)O" largest_force_ev_per_a=1.47 gap_ha=0.393
C 1.559 -1.126 0.346 0.3075 -0.6028 -0.0868 -0.367
N 1.021 -0.177 -0.456 -0.5616 1.3459 0.1473 0.046
C 0.083 0.779 0.092 -0.7618 -0.2056 0.5378 -0.108
C -1.369 0.570 -0.320 -0.1926 1.0136 0.3976 -0.515
O -1.978 -0.452 0.299 0.2159 -0.8865 -0.3824 0.108
O -1.965 1.377 -0.978 -0.1028 -0.1815 -0.5861 0.113
O 2.449 -1.861 0.004 0.2049 -0.0834 0.1879 0.040
H 1.065 -1.176 1.331 -0.0017 -0.0984 0.0145 0.139
H 1.588 0.194 -1.199 0.1495 -0.4514 -0.2999 0.148
H 0.058 0.711 1.183 0.2282 -0.0929 0.0611 0.126
H 0.300 1.818 -0.139 0.2970 -0.1302 -0.2793 0.132
H -2.812 -0.657 -0.163 0.2174 0.3730 0.2884 0.138